# 1
A 2-piece molecular cluster, C2H4ClF2N2 overall in a non-equilibrium geometry, computed with ωB97M-V with the def2-TZVPD basis set.

Results
Lowest unoccupied orbital energy (spin up / spin down), hartree: -0.232 / -0.257
Total charge: +1

Last column: Löwdin charge in e.
Positions of all 11 atoms, in Å:
C 0.370 0.203 -0.459  -0.287
C 1.674 -0.654 -3.489  -0.812
N -0.624 1.031 -0.587  0.066
N 0.341 -0.905 0.269  0.069
F 0.499 -0.126 -3.365  0.182
F 1.605 -1.968 -3.472  0.189
Cl 2.965 0.118 -3.827  1.161
H -0.447 1.964 -0.879  0.087
H -1.558 1.004 -0.118  0.135
H 1.100 -1.407 0.753  0.121
H -0.552 -1.063 0.703  0.089

=====

# 2
A 2-piece molecular cluster, C2H4ClFN3O4 overall in a non-equilibrium geometry, computed with ωB97M-V with the def2-TZVPD basis set.

Results
Lowest unoccupied orbital energy, hartree: 0.089
Total charge: -1

Last column: Löwdin charge in e.
Positions of all 15 atoms, in Å:
C 0.813 -0.266 -0.216  -0.151
H 2.247 -1.779 0.291  0.154
C 1.274 -1.424 0.660  -0.249
H -0.083 0.366 0.092  0.107
N 1.945 0.518 -0.847  -0.343
O 2.831 -0.122 -1.381  0.068
O 1.838 1.720 -0.878  0.122
N 0.314 -2.437 0.707  0.085
H 0.709 -3.325 1.057  0.109
H -0.193 -2.546 -0.161  0.090
N 1.653 -0.887 2.081  -0.338
O 1.504 -1.667 2.994  0.073
O 2.210 0.184 2.164  0.094
Cl -1.641 2.117 1.564  -0.811
F 0.111 -0.797 -1.328  -0.011

=====

# 3
C2H4ClFO as an isolated structure in a non-equilibrium geometry, computed with ωB97M-V with the def2-TZVPD basis set.

Results
Lowest unoccupied orbital energy, hartree: 0.021

Last column: Löwdin charge in e.
Positions of all 9 atoms, in Å:
C -1.239 0.381 -0.185  -0.302
C 1.342 -0.290 0.221  -0.690
O -0.026 0.888 -0.377  -0.212
F 1.089 -1.317 -0.577  -0.003
Cl 2.759 0.472 -0.094  0.822
H -1.285 -0.821 -0.345  0.114
H -2.069 0.889 -0.729  0.088
H -1.670 0.396 0.832  0.059
H 1.099 -0.599 1.254  0.123

=====

# 4
A 2-piece molecular cluster, C2H4ClI overall in a non-equilibrium geometry, computed with ωB97M-V with the def2-TZVPD basis set.

Results
Lowest unoccupied orbital energy (spin up / spin down), hartree: -0.090 / -0.090

Last column: Löwdin charge in e.
Positions of all 8 atoms, in Å:
C 0.063 -0.130 -0.338  -0.160
C -0.829 0.730 0.446  -0.645
Cl -1.057 2.320 -0.028  0.700
I -3.941 -0.153 -0.009  -0.201
H 0.316 -1.026 0.218  0.087
H 0.972 0.423 -0.588  0.091
H -0.384 -0.421 -1.291  0.095
H -1.133 0.488 1.451  0.034

=====

# 5
C2H4ClN as an isolated structure in a non-equilibrium geometry, computed with ωB97M-V with the def2-TZVPD basis set.

Results
Lowest unoccupied orbital energy (spin up / spin down), hartree: 0.034 / -0.035
Multiplicity: 3

Last column: Löwdin charge in e.
Positions of all 8 atoms, in Å:
C -1.556 -0.802 0.007  -0.278
C 1.367 0.924 -0.006  -0.499
N -1.706 0.402 -0.049  0.059
Cl 1.345 -0.688 -0.031  0.722
H -2.272 -1.630 -0.174  0.063
H -0.350 -1.045 0.048  -0.079
H 1.518 1.332 1.001  0.028
H 1.653 1.508 -0.796  -0.015

=====

# 6
An isolated ion of composition C2H4ClN2O and charge +1 in a non-equilibrium geometry, computed with ωB97M-V with the def2-TZVPD basis set.

Results
Lowest unoccupied orbital energy (spin up / spin down), hartree: -0.203 / -0.250
Total charge: +1

Last column: Löwdin charge in e.
Positions of all 10 atoms, in Å:
C -0.842 -0.601 -0.928  -0.534
C 0.654 0.796 0.355  -0.092
N -0.295 -0.752 1.550  0.170
N 0.082 0.285 -0.964  0.049
O 0.883 -0.309 1.199  -0.093
Cl -1.608 -1.372 -2.090  0.943
H 1.474 1.344 0.196  0.101
H -0.291 1.396 0.767  0.194
H -0.260 -1.764 1.590  0.096
H 0.203 0.978 -1.676  0.166

=====

What did the fourth record say?
A 2-piece molecular cluster, C2H4ClI overall in a non-equilibrium geometry, computed with ωB97M-V with the def2-TZVPD basis set.

Results
Lowest unoccupied orbital energy (spin up / spin down), hartree: -0.090 / -0.090

Last column: Löwdin charge in e.
Positions of all 8 atoms, in Å:
C 0.063 -0.130 -0.338  -0.160
C -0.829 0.730 0.446  -0.645
Cl -1.057 2.320 -0.028  0.700
I -3.941 -0.153 -0.009  -0.201
H 0.316 -1.026 0.218  0.087
H 0.972 0.423 -0.588  0.091
H -0.384 -0.421 -1.291  0.095
H -1.133 0.488 1.451  0.034